{"formula": "C5H12NS", "method": "ωB97M-V/def2-TZVPD", "homo_ev": [-11.22, -14.41], "multiplicity": 3, "total_energy_ev": -17693.6606, "e_above_lowest_kj_mol": 62.4, "total_charge": 1, "species": ["C", "C", "C", "C", "C", "N", "S", "H", "H", "H", "H", "H", "H", "H", "H", "H", "H", "H", "H"], "positions_angstrom": [[-0.4463, 0.8198, -1.0292], [-1.9287, 0.3135, -1.0645], [0.4212, 0.6844, 0.2191], [0.3268, 1.5520, 1.4875], [1.7789, -1.3827, -0.3352], [0.7789, -0.7456, 0.5577], [-2.2594, -1.3468, -1.1930], [0.0725, 0.3637, -1.9616], [-0.4102, 1.8085, -1.2300], [-2.7234, 0.7901, -0.4552], [-0.4004, 1.2340, 2.1784], [0.0251, 2.5176, 1.2842], [1.3784, 1.4003, 1.8807], [2.6887, -1.0333, -0.1229], [1.6700, -2.4064, -0.0252], [1.3915, -1.4778, -1.4068], [1.1162, -0.6133, 1.5057], [-0.0865, -1.2185, 0.4450], [-3.3934, -1.2595, -0.7347]]}